1.
104
Properties=species:S:1:pos:R:3 method="wB97M-V/def2-TZVPD" s2=0.76 multiplicity=2 orbital_gap_ha="0.2208 / 0.2453"
Hg 0.44522 -0.68210 0.04775
C -2.51823 2.44396 -3.09134
C -1.78102 2.83400 -1.85436
C -2.18133 3.86942 -1.06360
C -1.50769 4.13792 0.14575
N -0.43856 3.47314 0.47860
N -0.01656 2.48152 -0.31595
B 1.22792 1.79581 0.13007
N 1.68192 2.14153 1.52161
N 2.77221 2.92471 1.54714
C 3.26056 3.30504 2.68759
C 2.64232 2.92094 3.90387
C 1.54165 2.12556 3.89050
C 0.86291 1.68362 5.14379
C 1.03724 1.68627 2.62132
S -0.29363 0.66024 2.46722
C 4.50598 4.17998 2.58811
C 4.13802 5.46658 1.83885
C 5.57340 3.41697 1.79438
C 5.05941 4.53596 3.96596
N 2.36604 1.87699 -0.86328
N 2.31376 2.93645 -1.67723
C 3.27119 3.12700 -2.53447
C 4.37712 2.24331 -2.59042
C 4.43978 1.16845 -1.76055
C 5.57639 0.20073 -1.78469
C 3.35667 0.95910 -0.84785
S 3.28398 -0.35092 0.22152
C 3.12571 4.37109 -3.40330
C 3.37610 5.59702 -2.51510
C 4.12106 4.37025 -4.56298
C 1.69970 4.42732 -3.96177
C -0.66865 2.06618 -1.42299
S -0.15564 0.64327 -2.20547
C -1.95365 5.17651 1.16788
C -2.25115 4.43349 2.47724
C -3.21031 5.91644 0.71399
C -0.81848 6.18188 1.38860
H -3.30479 3.16253 -3.31475
H -2.96488 1.45909 -2.94216
H -1.84112 2.36563 -3.94261
H -3.04056 4.45765 -1.35098
H 3.04904 3.25262 4.84861
H 1.35986 2.09824 6.01876
H 0.86229 0.59413 5.20509
H -0.18354 1.99158 5.13786
H 3.74966 5.23195 0.84806
H 5.01950 6.10094 1.72993
H 3.37597 6.03090 2.38020
H 5.20723 3.17628 0.79666
H 5.83771 2.48247 2.29245
H 6.47465 4.02590 1.70141
H 4.34511 5.11533 4.55368
H 5.95686 5.14422 3.84707
H 5.33517 3.64503 4.53313
H 5.17357 2.41521 -3.30088
H 6.31814 0.49270 -2.52610
H 5.21053 -0.80237 -2.00880
H 6.04543 0.14211 -0.80180
H 4.38355 5.57702 -2.09330
H 2.66053 5.61996 -1.69278
H 3.26843 6.51323 -3.09842
H 5.15407 4.43052 -4.21560
H 3.93879 5.24017 -5.19456
H 4.01435 3.47857 -5.18332
H 0.96898 4.46329 -3.15516
H 1.48622 3.54799 -4.57188
H 1.58167 5.31658 -4.58336
H -3.02938 3.68287 2.32745
H -2.58249 5.14250 3.23901
H -1.36002 3.91635 2.83432
H -4.04662 5.23125 0.56756
H -3.04440 6.47170 -0.21193
H -3.50042 6.63405 1.48232
H 0.08445 5.67187 1.72195
H -1.11037 6.91088 2.14670
H -0.58721 6.72093 0.46725
C -3.06833 -1.48598 2.27064
As -3.88472 -0.86321 0.64172
C -5.75661 -1.28286 0.86983
C -3.27580 -2.07883 -0.72216
S -3.54377 1.13403 0.17835
H -3.34569 -2.52446 2.44972
H -3.41267 -0.85348 3.08811
H -1.98729 -1.39928 2.18707
H -5.88616 -2.34093 1.09562
H -6.28117 -1.02767 -0.04916
H -6.14834 -0.67563 1.68415
H -3.44252 -3.11104 -0.41434
H -2.21266 -1.90349 -0.88490
H -3.82401 -1.86343 -1.63812
C -0.27219 -5.08042 -0.55332
C 0.10177 -3.63122 -0.86835
C 1.47289 -3.57209 -1.53564
C 0.06862 -2.77208 0.39700
H -0.26420 -5.70246 -1.45137
H -1.26663 -5.14173 -0.10671
H 0.43775 -5.50834 0.15912
H -0.63035 -3.24529 -1.58951
H 2.24690 -3.91977 -0.84619
H 1.73051 -2.55125 -1.82721
H 1.50797 -4.20104 -2.42730
H 0.86652 -3.09358 1.07571
H -0.87131 -2.90908 0.93400



2.
64
Properties=species:S:1:pos:R:3 method="wB97M-V/def2-TZVPD" s2=3.76 multiplicity=4 orbital_gap_ha="0.2754 / 0.2669" charge=+1
Co 0.17943 -1.52714 0.42880
N 3.38694 -1.88081 3.20254
C 2.57549 -1.79764 2.13169
S 0.98046 -2.49167 2.32798
N 3.06011 -1.20544 1.06838
N 2.14887 -1.12287 0.06753
C 2.52471 -0.92883 -1.14703
C 3.92113 -0.74356 -1.58619
C 4.45516 -1.58465 -2.56096
C 5.76949 -1.42672 -2.97012
C 6.54876 -0.41889 -2.42022
C 6.01758 0.42334 -1.45413
C 4.71021 0.25781 -1.02804
C 1.41452 -0.95516 -2.13981
C 1.57411 -0.54875 -3.45739
C 0.49311 -0.63340 -4.32130
C -0.71861 -1.12133 -3.85592
C -0.80954 -1.48328 -2.52359
N 0.22362 -1.39803 -1.68592
H 3.12014 -2.44953 3.98559
H 4.35265 -1.62050 3.08757
H 3.84895 -2.37381 -2.98924
H 6.18505 -2.09103 -3.71550
H 7.57326 -0.29143 -2.74311
H 6.62696 1.20710 -1.02492
H 4.29970 0.89588 -0.25787
H 2.52924 -0.17515 -3.79539
H 0.59925 -0.32072 -5.35142
H -1.57864 -1.21394 -4.50254
H -1.73761 -1.84709 -2.10018
Cl -2.01146 -2.93076 0.63028
C -3.29754 -1.80281 0.20933
C -4.50374 -2.33659 -0.20549
C -5.52687 -1.46550 -0.55213
C -5.33065 -0.09276 -0.48580
C -4.11327 0.41606 -0.06262
C -3.06927 -0.43419 0.30227
P -1.47658 0.20137 0.90793
C -1.70559 0.38259 2.69256
C -0.59233 0.74251 3.45139
C -0.70135 0.87758 4.82340
C -1.91590 0.63489 5.45114
C -3.02285 0.26546 4.70345
C -2.92280 0.14376 3.32403
C -1.35511 1.86721 0.22192
C -0.86606 2.01971 -1.07590
C -0.78208 3.28072 -1.64183
C -1.17047 4.39613 -0.91106
C -1.64316 4.25095 0.38353
C -1.73835 2.98886 0.95231
H -4.63637 -3.40774 -0.25637
H -6.47704 -1.86531 -0.87869
H -6.12768 0.58374 -0.76151
H -3.96401 1.48742 -0.01414
H 0.36668 0.91088 2.97345
H 0.16513 1.15951 5.40607
H -1.99559 0.73043 6.52558
H -3.97001 0.07390 5.18930
H -3.79713 -0.13803 2.75182
H -0.54779 1.15406 -1.64432
H -0.40449 3.39479 -2.64915
H -1.09726 5.38163 -1.35081
H -1.93922 5.11998 0.95525
H -2.10427 2.87683 1.96555



3.
23
Properties=species:S:1:pos:R:3 method="wB97M-V/def2-TZVPD" smiles=CCC(C)C.O.O orbital_gap_ha=0.4040
C 0.15712 1.49462 -1.98119
C 1.08183 0.52327 -1.33830
C 1.89365 1.23331 -0.23173
C 2.96128 0.32333 0.39824
C 0.88179 1.49954 0.90783
H 0.32537 1.58587 -3.06538
H -0.88707 1.14865 -1.90937
H 0.13459 2.46598 -1.54281
H 0.45860 -0.42982 -1.00273
H 1.65609 -0.11255 -2.02051
H 2.30746 2.22288 -0.57241
H 3.08167 0.35303 1.50819
H 3.89570 0.63031 0.02356
H 2.58405 -0.72989 0.36268
H -0.15770 1.60149 0.49365
H 0.92466 2.29902 1.55624
H 0.54492 0.64380 1.49459
H -3.26864 -0.44650 0.36205
H -3.93521 -1.69629 -0.06980
O -3.11392 -1.21374 -0.28047
H -2.03741 -3.09950 2.84914
H -2.33299 -3.48176 1.30029
O -2.52958 -2.96115 1.99340



4.
64
Properties=species:S:1:pos:R:3 method="wB97M-V/def2-TZVPD" s2=0.76 multiplicity=2 orbital_gap_ha="0.2432 / 0.2304" charge=+3
Ir 0.07511 -0.17628 -0.52411
C -2.31421 -0.37135 1.25092
C -2.78613 -0.03613 -0.16528
N -1.80298 0.87247 -0.81095
C -1.77828 2.26262 -0.27538
C -0.34870 2.76826 -0.25143
N 0.60098 1.72337 0.24769
C 0.77075 1.59763 1.72254
C -0.43507 0.91861 2.29894
N -0.81158 -0.22293 1.39131
H -2.78038 0.24921 2.01293
H -2.59072 -1.40180 1.46864
H -2.81023 -0.94039 -0.76301
H -3.79193 0.38772 -0.16437
H -2.00425 0.88850 -1.80899
H -2.37600 2.91620 -0.91153
H -2.24804 2.27372 0.70491
H -0.03179 3.01505 -1.26579
H -0.25456 3.67442 0.34962
H 1.52214 2.00827 -0.09290
H 1.64429 0.96593 1.87525
H 0.96600 2.56302 2.19292
H -0.20515 0.54763 3.29801
H -1.28793 1.58244 2.40186
H -0.44633 -1.07871 1.80571
Cl 1.11663 -2.64040 0.64877
C 2.85595 -2.61272 0.45758
C 3.59679 -3.65038 0.97565
C 4.98405 -3.57497 0.88508
C 5.59965 -2.47847 0.29853
C 4.83565 -1.44451 -0.21822
C 3.43769 -1.51257 -0.17279
P 2.48536 -0.18868 -0.89937
C 2.05794 -0.58303 -2.59762
C 1.25672 0.32662 -3.31015
C 0.94599 0.08210 -4.63856
C 1.44719 -1.05351 -5.26264
C 2.24641 -1.95301 -4.56108
C 2.54476 -1.73071 -3.22685
C 3.47369 1.30125 -0.94836
C 3.95452 1.79411 -2.16677
C 4.78671 2.90336 -2.16789
C 5.11000 3.54306 -0.97891
C 4.63528 3.05951 0.23671
C 3.81695 1.94450 0.25541
H 3.11374 -4.49065 1.45471
H 5.58273 -4.37506 1.29988
H 6.67827 -2.42515 0.24555
H 5.32284 -0.59317 -0.67670
H 0.95961 1.27077 -2.86132
H 0.34641 0.78793 -5.19755
H 1.23260 -1.23062 -6.30832
H 2.65114 -2.82125 -5.06371
H 3.16815 -2.43166 -2.68617
H 3.71442 1.30486 -3.10034
H 5.18713 3.26766 -3.10438
H 5.73430 4.42667 -0.99794
H 4.90876 3.54989 1.16121
H 3.47820 1.55413 1.20663
C -1.31151 -2.67435 -2.12156
O -0.67089 -1.52788 -1.57840
H -1.25033 -3.51677 -1.43103
H -0.78729 -2.92461 -3.04366
H -2.35520 -2.44775 -2.34395



5.
16
Properties=species:S:1:pos:R:3 method="wB97M-V/def2-TZVPD" smiles="CC1=C(/C(C)=[N+](/[O-])N=O)O1" orbital_gap_ha="0.2572 / 0.2378"
C -0.55352 0.05688 -0.35336
C 0.55895 0.79819 -0.21950
C -1.54307 -0.73386 -0.07476
C 0.60983 2.23667 0.11061
C -2.01050 -2.04220 0.09037
N 1.81413 0.28587 -0.21132
N 1.77513 -1.17526 -0.29569
O 2.86527 0.89450 0.06914
O 2.79387 -1.76927 0.06543
O -1.98604 0.50761 -0.28425
H 1.54114 2.40485 0.77539
H -0.28418 2.64158 0.63406
H 0.83978 3.03412 -0.75079
H -2.95985 -1.98186 0.78015
H -1.20179 -2.64284 0.56144
H -2.25918 -2.51501 -0.89693



6.
33
Properties=species:S:1:pos:R:3 method="wB97M-V/def2-TZVPD" smiles="CCN(CC)[S@@](=N)(=O)Cc1ccccc1" orbital_gap_ha=0.3401
C 4.05271 -0.29620 -0.42694
C 3.92725 1.09391 -0.51712
C 3.18116 -0.95814 0.46187
C 2.81487 1.75557 -0.14529
C 2.14254 -0.20888 1.10872
C 1.85777 1.07624 0.65541
C -2.56803 -0.27315 1.85047
C -1.33724 -1.39363 -2.10043
C 0.63434 1.74373 1.17336
C -2.84228 0.17356 0.38598
C -0.72039 -0.83952 -0.75668
N -0.01327 1.86307 -1.66987
N -1.60735 0.26001 -0.40918
O -1.70704 2.79923 -0.14403
S -0.78874 1.73555 -0.36326
H 4.92336 -0.74182 -0.87412
H 4.67771 1.58236 -1.05597
H 3.42050 -1.92567 0.61002
H 2.89919 2.85204 -0.42840
H 1.44238 -0.47790 1.81924
H -2.15097 0.66954 2.27035
H -3.56039 -0.53879 2.20437
H -1.76526 -0.98539 1.94846
H -1.49656 -0.54935 -2.63994
H -0.58018 -1.91496 -2.56289
H -2.31802 -1.91221 -1.90159
H 0.84654 2.77283 1.34345
H 0.06229 1.45013 2.05175
H -3.42802 -0.54612 -0.02162
H -3.26347 1.06428 0.16959
H -0.89988 -1.71426 0.05383
H 0.21483 -0.41501 -0.89902
H 0.96451 2.00300 -1.56748



What are the E values for these records? In order: -154156.803, -108783.346, -9537.645, -57584.539, -14395.844, -27557.375 eV.